145
Properties=species:S:1:pos:R:3:forces:R:3 method="wB97M-V/def2-TZVPD" orbital_gap_ev=10.25 smiles="CCOS(C)(=O)=O.CCOS(C)(=O)=O.CCOS(C)(=O)=O.CCOS(C)(=O)=O.CCOS(C)(=O)=O.CCOS(C)(=O)=O.CCOS(C)(=O)=O.BrCCBr.BrCCBr.BrCCBr.BrCCBr.BrCCBr" e_lumo_ev=0.20 e_tot_ha=-31334.08459
C 3.29126 2.47247 4.92822 1.2 1.5 -1.4
C 3.36294 2.45282 3.38606 -0.2 -0.1 0.0
O 4.73693 2.15521 2.85452 -1.0 1.4 0.8
S 5.65188 3.46210 2.90447 3.7 -1.9 -4.2
C 5.16762 4.50258 1.49026 -1.6 -1.5 1.3
O 5.45279 4.24190 4.04509 -0.7 1.0 2.2
O 7.00231 2.96520 2.58285 -2.2 0.6 0.8
H 3.96191 1.73254 5.27855 0.6 -1.0 0.4
H 2.31438 2.22659 5.18788 -1.8 -0.5 0.6
H 3.56018 3.40506 5.42550 0.0 0.0 -0.4
H 2.73407 1.62271 3.09207 0.4 -0.5 -0.4
H 2.92780 3.29480 2.80393 0.6 -0.2 0.9
H 5.57526 5.44655 1.75862 0.7 0.8 -0.2
H 4.07389 4.59463 1.65788 0.5 0.0 -0.7
H 5.44695 4.06076 0.52938 -0.1 0.2 0.4
C -1.94398 -4.94592 2.33993 -0.4 0.3 0.0
C -1.57594 -5.03085 0.89565 -1.1 -0.1 -0.7
O -1.13140 -6.40330 0.56061 0.2 1.1 0.7
S -1.87716 -7.24872 -0.51817 -1.0 -0.2 0.0
C -3.37213 -7.79710 0.34978 0.5 -0.3 -0.9
O -2.29092 -6.33715 -1.56977 0.5 -1.0 0.4
O -1.05557 -8.41001 -0.72437 -0.5 0.9 -0.2
H -2.42346 -3.97281 2.54264 0.4 -0.3 -0.1
H -1.11981 -5.09656 3.02095 0.2 -0.1 0.2
H -2.71706 -5.69755 2.47529 0.0 -0.2 0.5
H -2.45926 -4.69105 0.33583 0.1 -0.8 -0.3
H -0.84756 -4.35402 0.52770 1.2 0.4 0.0
H -3.09742 -8.33167 1.28577 -0.2 0.5 -0.8
H -3.82401 -8.47560 -0.40660 0.1 0.3 0.7
H -4.02565 -6.93049 0.47448 0.1 -0.2 0.2
C -2.10964 1.00441 -6.09179 -1.5 1.7 0.0
C -3.38837 1.84572 -6.26029 0.9 1.8 0.9
O -3.34204 3.04688 -7.15657 0.3 -1.1 -0.9
S -3.27857 2.75612 -8.77410 0.1 -0.5 0.9
C -4.39019 4.06947 -9.31383 -0.3 -0.1 1.2
O -1.96720 3.13610 -9.21731 -0.4 -0.2 0.1
O -3.75694 1.40680 -9.04633 0.2 1.6 0.3
H -2.38307 0.40004 -5.25743 0.1 -0.9 0.6
H -1.33000 1.67267 -5.75173 0.5 0.0 -0.2
H -1.87077 0.41322 -6.94697 0.3 -0.3 -0.5
H -4.23106 1.32952 -6.59421 -1.2 -1.3 -0.5
H -3.64872 2.30303 -5.26904 0.3 -0.3 -0.9
H -4.02226 4.45078 -10.24279 0.5 0.3 -0.4
H -4.37760 4.81284 -8.48450 0.1 -0.4 -0.8
H -5.41051 3.73674 -9.47644 0.0 -0.4 0.3
C -5.10840 6.02594 4.31895 -1.7 0.6 -1.5
C -4.02709 5.86970 3.27759 1.4 -1.7 0.8
O -4.22524 4.53389 2.56953 0.6 1.0 1.2
S -3.69854 3.19726 3.29937 2.0 3.0 4.0
C -4.45281 2.18130 2.34501 -0.4 -2.9 -5.6
O -2.26807 2.99703 3.18882 -0.9 0.8 -0.1
O -4.27211 3.03401 4.62800 0.5 0.8 -0.9
H -5.00971 6.82770 5.04039 0.1 0.7 -0.5
H -5.08886 5.18798 4.91953 0.2 -2.0 1.3
H -6.15176 5.97457 3.86101 1.3 0.6 0.4
H -3.97847 6.59231 2.48417 -0.2 0.2 -0.3
H -2.99716 5.78896 3.74591 -1.1 0.3 -0.5
H -4.02897 2.22812 1.29935 -0.4 0.2 0.9
H -5.48914 2.27931 2.27777 -1.6 0.2 0.3
H -4.15144 1.24356 2.69997 0.1 -1.7 0.6
C 7.95440 0.57227 0.57923 -0.5 1.7 -0.9
C 6.53279 0.13087 0.84614 -0.1 0.6 0.0
O 5.71044 0.87043 -0.10001 0.4 -0.2 0.1
S 4.46545 0.23603 -0.76786 -0.7 1.1 -0.3
C 5.02693 -0.15060 -2.40216 1.1 0.9 -0.5
O 4.02097 -0.96226 -0.09323 0.3 0.7 -0.5
O 3.61502 1.39425 -0.89881 -0.6 -0.8 -0.1
H 8.61090 0.15228 1.31166 0.6 0.0 0.4
H 8.05046 1.71547 0.48015 -0.3 -1.7 0.9
H 8.24154 0.27938 -0.42066 0.2 -0.7 -0.2
H 6.31361 -0.91869 0.69414 0.4 -0.3 0.0
H 6.14840 0.41957 1.81894 0.3 0.0 0.2
H 4.19579 -0.48916 -3.00050 -0.3 -0.1 0.0
H 5.79568 -0.91719 -2.37764 0.0 -0.2 0.2
H 5.49119 0.77114 -2.86691 -0.7 -0.9 0.7
C 3.29947 -2.80454 5.77860 -1.3 -1.6 0.6
C 2.86076 -3.81569 4.68996 0.8 0.0 0.0
O 1.83451 -3.20569 3.86307 -0.5 -0.8 0.5
S 2.04412 -2.08394 2.81194 1.5 0.2 -0.8
C 1.84151 -2.86935 1.25105 -1.7 1.4 1.5
O 0.96766 -1.17294 2.95333 -1.2 0.5 0.3
O 3.36518 -1.53374 2.86086 0.3 -0.4 0.5
H 2.38249 -2.51462 6.33443 0.5 -0.7 0.2
H 3.58148 -1.85108 5.41916 1.1 0.6 -0.9
H 4.04785 -3.29410 6.43634 -0.5 0.6 -0.3
H 3.71324 -4.20353 4.04839 -1.0 0.6 0.7
H 2.32824 -4.69471 5.12954 0.5 0.8 -0.3
H 0.76474 -2.99774 1.17508 0.0 -0.3 -0.4
H 2.42109 -3.70845 1.06915 1.1 -1.6 -0.1
H 2.16384 -2.04726 0.67222 0.3 0.7 -1.3
C 1.40008 -0.13552 -3.26399 0.0 -0.4 -0.2
C 0.83403 -0.55237 -1.88679 2.0 1.6 -1.8
O -0.24771 0.32826 -1.58385 -0.8 -0.4 0.8
S -1.33448 -0.20839 -0.53081 -0.5 -0.2 0.7
C -0.84551 0.47555 1.01060 1.3 -0.1 -0.8
O -2.52813 0.50679 -0.82299 -0.8 0.0 -0.9
O -1.33888 -1.65355 -0.47967 0.3 0.5 -0.3
H 2.18636 -0.83486 -3.60525 -0.4 0.2 0.4
H 1.83259 0.88199 -3.33386 -0.4 -0.4 0.5
H 0.60702 -0.23698 -3.97727 -0.5 0.2 -0.6
H 0.49762 -1.54824 -1.87311 -0.3 -1.2 0.0
H 1.69797 -0.37907 -1.26793 -0.2 -0.1 1.3
H -1.08097 1.52518 0.85044 0.3 0.1 0.4
H 0.24220 0.27671 1.05494 -0.6 0.3 0.7
H -1.41707 0.05763 1.84079 0.2 -0.1 -0.3
Br 0.84055 -6.96283 -3.44807 -0.3 -1.3 -0.6
C 1.12189 -5.28401 -2.58751 -0.1 -1.0 0.2
C 2.43581 -4.81944 -3.12597 -0.2 2.0 0.0
Br 2.91401 -3.22098 -2.00895 0.2 -0.4 -0.4
H 1.11983 -5.54070 -1.52191 0.2 0.5 -0.2
H 0.22261 -4.76389 -2.85764 0.1 0.9 0.0
H 2.42262 -4.43482 -4.17911 -0.1 -0.7 1.1
H 3.23296 -5.51049 -2.92303 0.2 -0.3 -0.2
Br -2.93793 5.01791 -0.19074 0.0 0.3 1.2
C -2.76680 5.21949 -2.04730 0.7 0.7 -0.9
C -4.02085 5.00565 -2.80229 -0.4 1.0 -1.1
Br -4.61784 3.25523 -2.57476 -0.8 -1.7 0.1
H -2.02695 4.49761 -2.35296 0.1 -0.4 -0.2
H -2.35011 6.17804 -2.36375 -0.1 0.2 0.6
H -3.75967 5.11912 -3.85171 0.0 -0.1 -0.2
H -4.87455 5.67909 -2.64807 0.5 -0.1 0.5
Br 0.76742 3.91762 -2.99593 0.2 0.1 -0.6
C 0.43612 3.30594 -1.23034 -0.7 0.8 2.0
C 1.18018 4.18830 -0.19171 -2.3 1.4 -0.9
Br 0.57941 3.84525 1.60313 -0.4 -0.3 0.3
H 0.75955 2.29661 -1.10111 0.3 -0.5 -0.3
H -0.66889 3.32585 -1.06317 0.9 0.1 -0.1
H 0.94085 5.28284 -0.32227 0.5 -1.2 -0.2
H 2.20766 4.00620 -0.16389 1.6 -0.2 -0.3
Br -1.90493 -4.07341 5.81195 0.3 0.5 0.3
C -1.18448 -2.42063 6.65205 -0.1 -1.6 2.6
C -1.39731 -1.27504 5.79931 -1.8 0.9 -0.5
Br -1.02745 0.34204 6.79586 0.1 0.1 0.0
H -0.14942 -2.63123 6.94003 -0.2 0.0 -0.2
H -1.78813 -2.26189 7.58842 0.7 -0.5 -0.9
H -2.48782 -1.29550 5.60232 0.7 0.6 -0.4
H -0.81014 -1.25293 4.91579 0.4 0.0 -0.8
Br -5.26255 -4.49482 -2.45004 -0.4 0.0 0.3
C -3.80216 -4.27156 -3.70180 -0.4 0.1 -0.2
C -3.16074 -2.96403 -3.39382 -0.4 1.1 -2.9
Br -1.42336 -2.71932 -4.34497 -0.5 -0.2 0.2
H -4.26773 -4.33309 -4.69490 0.6 -0.1 0.3
H -3.14351 -5.06942 -3.44183 0.4 -0.7 -0.3
H -2.92537 -2.84394 -2.40814 0.7 0.2 2.6
H -3.76179 -2.10737 -3.73505 0.2 -0.4 0.2